No. 1
Molecular formula: C44H48N7S2Ta
Method: DFT, the ωB97M-V functional and the def2-TZVPD basis

Properties
- Total charge: +2
- HOMO level: -0.482 Ha

Positions of all 102 atoms, in Å:
1 Ta 0.009 0.352 0.219
2 N 0.422 3.346 -3.212
3 C 0.516 2.277 -2.410
4 S -0.878 1.942 -1.410
5 N 1.579 1.548 -2.431
6 N 1.520 0.482 -1.571
7 C 2.545 -0.302 -1.626
8 C 3.757 -0.063 -2.437
9 C 4.433 1.151 -2.306
10 C 5.595 1.379 -3.022
11 C 6.080 0.411 -3.891
12 C 5.411 -0.796 -4.030
13 C 4.261 -1.039 -3.296
14 C 2.469 -1.448 -0.711
15 C 3.461 -2.404 -0.633
16 C 3.301 -3.489 0.213
17 C 2.148 -3.574 0.963
18 C 1.218 -2.553 0.883
19 N 1.359 -1.491 0.068
20 H -0.420 3.891 -3.256
21 H 1.151 3.511 -3.887
22 H 4.055 1.908 -1.631
23 H 6.120 2.318 -2.907
24 H 6.983 0.596 -4.457
25 H 5.785 -1.553 -4.707
26 H 3.752 -1.988 -3.411
27 H 4.353 -2.293 -1.229
28 H 4.068 -4.249 0.281
29 H 1.966 -4.400 1.636
30 H 0.342 -2.591 1.498
31 C -2.724 1.971 1.184
32 C -1.563 2.796 1.609
33 C -1.813 4.046 2.210
34 C -0.788 4.760 2.749
35 C 0.515 4.218 2.717
36 C 1.617 4.840 3.349
37 C 2.849 4.249 3.329
38 C 3.031 3.024 2.659
39 C 1.972 2.423 2.025
40 S 2.143 0.916 1.179
41 C 0.700 2.997 2.051
42 N -0.341 2.301 1.467
43 H -3.474 1.937 1.976
44 H -2.430 0.939 0.974
45 H -3.197 2.389 0.297
46 H -2.834 4.401 2.255
47 H -0.962 5.715 3.229
48 H 1.461 5.782 3.858
49 H 3.688 4.712 3.831
50 H 4.006 2.554 2.636
51 C 0.812 -1.611 -4.202
52 C -0.051 -2.046 -3.020
53 C -0.079 -3.573 -2.886
54 C -1.457 -1.502 -3.103
55 C -2.150 -1.649 -4.300
56 C -3.484 -1.311 -4.407
57 C -4.145 -0.825 -3.297
58 C -3.497 -0.649 -2.078
59 C -4.350 -0.152 -0.923
60 C -5.417 -1.179 -0.527
61 C -5.014 1.184 -1.275
62 C -2.131 -0.970 -1.999
63 N -1.469 -0.926 -0.670
64 C -2.005 -1.834 0.149
65 C -1.736 -1.779 1.484
66 C -2.300 -2.540 2.512
67 C -1.763 -2.051 3.673
68 C -0.859 -1.014 3.349
69 N -0.844 -0.810 1.977
70 C 0.006 -0.394 4.438
71 C -0.368 -0.952 5.817
72 C 1.473 -0.771 4.183
73 C -0.191 1.118 4.487
74 H 1.805 -2.052 -4.128
75 H 0.923 -0.526 -4.248
76 H 0.395 -1.947 -5.150
77 H 0.391 -1.657 -2.113
78 H -0.458 -4.036 -3.799
79 H -0.724 -3.893 -2.063
80 H 0.925 -3.965 -2.703
81 H -1.642 -2.069 -5.158
82 H -4.013 -1.457 -5.339
83 H -5.199 -0.591 -3.371
84 H -3.713 -0.005 -0.055
85 H -6.151 -1.305 -1.325
86 H -5.952 -0.850 0.366
87 H -4.985 -2.160 -0.320
88 H -5.715 1.062 -2.101
89 H -4.281 1.930 -1.586
90 H -5.580 1.572 -0.425
91 H -2.697 -2.568 -0.252
92 H -3.018 -3.337 2.388
93 H -1.982 -2.389 4.669
94 H -0.219 -2.030 5.880
95 H -1.400 -0.722 6.087
96 H 0.279 -0.489 6.562
97 H 1.597 -1.857 4.209
98 H 2.098 -0.345 4.971
99 H 1.833 -0.410 3.224
100 H -1.217 1.368 4.767
101 H 0.021 1.561 3.527
102 H 0.480 1.557 5.228

No. 2
Molecular formula: C44H49AsCsN7STe
Method: DFT, the ωB97M-V functional and the def2-TZVPD basis

Properties
- Total charge: 0
- HOMO level: -0.216 Ha

Positions of all 104 atoms, in Å:
1 Cs 0.266 0.431 -0.021
2 N 4.907 -1.436 -0.361
3 C 5.202 -0.924 0.880
4 C 3.996 -0.731 1.482
5 N 2.978 -1.106 0.645
6 C 3.553 -1.519 -0.460
7 C 2.802 -1.959 -1.624
8 N 1.491 -1.974 -1.675
9 C 1.161 -2.394 -2.933
10 C 2.288 -2.640 -3.660
11 N 3.334 -2.361 -2.812
12 H 5.585 -1.653 -1.071
13 H 6.213 -0.748 1.202
14 H 3.806 -0.339 2.467
15 H 0.133 -2.488 -3.241
16 H 2.443 -2.970 -4.672
17 H 4.307 -2.421 -3.058
18 Te -0.441 -3.871 2.573
19 C 0.021 -4.786 4.434
20 C 0.981 -4.216 5.268
21 C 1.282 -4.797 6.493
22 C 0.635 -5.961 6.890
23 C -0.316 -6.539 6.059
24 C -0.624 -5.950 4.838
25 C -1.510 -2.283 3.481
26 C -1.211 -0.961 3.154
27 C -1.946 0.085 3.695
28 C -2.963 -0.182 4.608
29 C -3.251 -1.493 4.959
30 C -2.534 -2.539 4.387
31 H 1.496 -3.316 4.955
32 H 2.027 -4.343 7.134
33 H 0.873 -6.415 7.843
34 H -0.822 -7.447 6.361
35 H -1.372 -6.401 4.197
36 H -0.400 -0.757 2.467
37 H -1.723 1.105 3.409
38 H -3.524 0.633 5.047
39 H -4.036 -1.705 5.674
40 H -2.776 -3.564 4.647
41 C -5.411 1.318 1.946
42 C -4.335 1.859 1.043
43 C -3.565 2.956 1.415
44 C -2.605 3.493 0.562
45 C -1.828 4.705 1.023
46 C -2.393 2.917 -0.704
47 As -1.094 3.829 -1.897
48 N 0.097 2.447 -1.932
49 C 1.419 2.734 -1.910
50 C 2.040 3.997 -1.688
51 C 3.416 4.136 -1.604
52 C 4.274 3.046 -1.731
53 C 3.701 1.802 -1.967
54 C 2.326 1.646 -2.065
55 C -2.095 3.659 -3.606
56 C -1.530 3.142 -4.779
57 C -0.082 2.719 -4.879
58 C -2.317 3.027 -5.923
59 C -3.637 3.450 -5.961
60 C -4.469 3.319 -7.211
61 C -4.156 4.045 -4.819
62 C -3.406 4.166 -3.653
63 C -4.055 4.853 -2.472
64 C -3.107 1.762 -1.056
65 C -2.890 1.014 -2.350
66 C -4.073 1.268 -0.180
67 H -5.978 2.125 2.413
68 H -4.984 0.708 2.744
69 H -6.113 0.696 1.388
70 H -3.736 3.425 2.380
71 H -2.064 4.944 2.060
72 H -2.055 5.580 0.411
73 H -0.751 4.547 0.945
74 H 1.420 4.877 -1.575
75 H 3.828 5.125 -1.434
76 H 5.347 3.167 -1.662
77 H 4.337 0.931 -2.095
78 H 1.934 0.661 -2.300
79 H 0.581 3.396 -4.343
80 H 0.226 2.695 -5.926
81 H 0.080 1.730 -4.447
82 H -1.871 2.611 -6.822
83 H -3.900 2.849 -8.014
84 H -4.805 4.296 -7.564
85 H -5.359 2.713 -7.032
86 H -5.168 4.439 -4.833
87 H -4.834 5.536 -2.814
88 H -3.333 5.433 -1.894
89 H -4.515 4.135 -1.790
90 H -1.851 1.090 -2.674
91 H -3.515 1.419 -3.150
92 H -3.135 -0.040 -2.216
93 H -4.642 0.390 -0.478
94 C -5.577 -3.672 -0.645
95 N -4.263 -3.068 -0.771
96 C -3.571 -2.382 0.159
97 N -4.177 -2.028 1.303
98 S -1.973 -1.953 -0.131
99 H -6.219 -3.371 -1.471
100 H -6.063 -3.362 0.275
101 H -5.511 -4.761 -0.627
102 H -3.698 -3.324 -1.566
103 H -5.158 -2.150 1.470
104 H -3.648 -1.477 1.963

| no. | HOMO-LUMO gap (eV) | LUMO level (eV) |
| --- | --- | --- |
| 1 | 6.06 | -7.0 |
| 2 | 5.80 | -0.1 |